Entry 1:
Computed, not measured: a structure of composition C2H6Br2N in a non-equilibrium geometry, with ωB97M-V/def2-TZVPD.

The value obtained for the molar mass is 203.89 g mol⁻¹. Its charge is +1. The energy above the lowest of the compared OMol25 structures with the same formula, charge and spin is 40.4 kcal per mole. As for the highest occupied orbital energy: -14.385 eV. The value obtained for the total energy is -5282.23867 hartree. For the largest force on an atom, the calculation gives 3.04 eV/Å.

Cartesian coordinates (Å):
C -0.4386 0.0721 -1.2618
C 0.3118 -0.3447 -0.0586
N -0.2353 0.1281 1.2621
Br 2.2125 1.3018 0.0901
Br 1.1146 -2.0547 0.0274
H 0.1919 -0.2007 -2.2477
H -1.3988 -0.3696 -1.5333
H -0.8792 1.0844 -1.2213
H 0.2862 -0.4080 1.9380
H -1.1541 -0.3326 1.4371
H -0.0111 1.1240 1.5679

***

Entry 2:
Computed, not measured: the molecule C4H7NO2 in a non-equilibrium geometry, with ωB97M-V/def2-TZVPD.

The value obtained for the molar mass is 101.10 g mol⁻¹. Its charge is 0. The energy above the lowest of the compared OMol25 structures with the same formula, charge and spin is 51.6 kcal per mole. As for the highest occupied orbital energy: -9.558 eV. As for the SMILES: [H]/N=C(/C)OCC=O. The value obtained for the total energy is -361.79858 hartree. For the largest force on an atom, the calculation gives 1.30 eV/Å.

Cartesian coordinates (Å):
C -2.2563 -0.2705 -0.1855
C -0.8396 0.2338 0.0069
N -0.5695 1.4445 -0.1459
O -0.0666 -0.8650 0.3053
C 1.3119 -0.7089 0.5479
C 2.0793 0.2160 -0.3744
O 3.1935 0.5680 -0.0695
H -2.5644 -0.8614 0.6830
H -2.9351 0.5725 -0.3216
H -2.3099 -0.9253 -1.0609
H 0.0839 2.2044 -0.0282
H 1.5177 -0.4053 1.5810
H 1.7347 -1.7092 0.4001
H 1.6202 0.5064 -1.3383

***

Entry 3:
Computed, not measured: a structure of composition C30H28F5MnN4O2, with ωB97M-V/def2-TZVPD.

The value obtained for the molar mass is 626.51 g mol⁻¹. Its charge is +1. As for the expectation value of S²: 8.836. The energy above the lowest of the compared OMol25 structures with the same formula, charge and spin is 0.0 kcal per mole. As for the highest occupied orbital energy (alpha / beta): -8.330 / -10.587 eV. Its spin multiplicity is 6. The value obtained for the total energy is -3179.61449 hartree. For the largest force on an atom, the calculation gives 0.76 eV/Å.

Cartesian coordinates (Å):
Mn 0.4289 -0.9084 -1.0227
C -5.7689 -3.3475 1.4076
C -4.4844 -2.6000 1.1516
C -4.2498 -1.3440 1.6590
C -3.0498 -0.6411 1.4292
C -2.8726 0.5919 2.1085
N -1.8463 1.3756 2.1010
C -1.6940 2.4251 3.1360
C -0.5496 3.4010 2.9103
C -0.7693 4.5197 1.8901
N -0.9024 4.0668 0.5204
C -0.0771 3.1668 -0.1042
C 1.2381 2.8061 0.2691
C 2.1406 3.5616 1.0497
C 3.3946 3.0806 1.4246
C 4.3476 3.9370 2.2208
C 3.7453 1.7960 1.0554
C 2.8690 0.9904 0.2968
C 3.2264 -0.3934 0.0646
N 2.4349 -1.3422 -0.2715
C 3.0466 -2.6578 -0.5054
C 2.0565 -3.8081 -0.3991
C 0.9237 -3.7601 -1.4287
N -0.1048 -2.8032 -0.9880
C -1.2183 -3.2634 -0.5629
C -2.2615 -2.5253 0.1206
C -3.4527 -3.1749 0.4030
C -2.0384 -1.2086 0.6074
O -0.9761 -0.5396 0.3434
C 1.6659 1.5154 -0.1590
O 0.8451 0.8363 -0.9440
H -6.4445 -2.7651 2.0314
H -6.2846 -3.5737 0.4733
H -5.5752 -4.2938 1.9145
H -5.0121 -0.8709 2.2713
H -3.6825 0.9129 2.7614
H -1.0508 1.1019 1.5186
H -2.6491 2.9465 3.2258
H -1.5121 1.9121 4.0803
H -0.3578 3.8784 3.8734
H 0.3559 2.8422 2.6616
H -1.6802 5.0686 2.1325
H 0.0543 5.2294 1.9887
H -1.7913 4.2229 0.0822
H -0.5177 2.6554 -0.9456
H 1.8690 4.5695 1.3399
H 3.9156 4.9146 2.4319
H 4.6009 3.4666 3.1722
H 5.2796 4.0954 1.6765
H 4.7042 1.3890 1.3616
H 4.2776 -0.6395 0.2465
H 3.4862 -2.6580 -1.5069
H 3.8588 -2.8212 0.2072
H 2.6094 -4.7379 -0.5391
H 1.6234 -3.8377 0.6045
H 1.3085 -3.4312 -2.3932
H 0.4741 -4.7457 -1.5556
H -1.4026 -4.3311 -0.6894
H -3.5878 -4.1832 0.0206
F -1.6942 -1.1898 -3.1551
C -0.5101 -1.0566 -3.8136
C 0.6511 -0.9679 -3.0804
C 1.8121 -0.8324 -3.8065
F 3.0062 -0.7337 -3.1816
C 1.8308 -0.7907 -5.1891
F 2.9775 -0.6638 -5.8566
C 0.6369 -0.8808 -5.8849
F 0.6334 -0.8385 -7.2131
C -0.5535 -1.0148 -5.1922
F -1.7067 -1.0997 -5.8564

***

Entry 4:
Computed, not measured: a cluster of 2 separate species, C6H10O2 in total, with ωB97M-V/def2-TZVPD.

The value obtained for the molar mass is 114.14 g mol⁻¹. Its charge is 0. The energy above the lowest of the compared OMol25 structures with the same formula, charge and spin is 127.6 kcal per mole. As for the highest occupied orbital energy (alpha / beta): -7.113 / -7.112 eV. The value obtained for the total energy is -384.89912 hartree. For the largest force on an atom, the calculation gives 0.83 eV/Å.

Cartesian coordinates (Å):
C -0.9419 0.7946 1.0872
C -0.9604 -1.7150 0.8421
C -0.5715 -0.1996 -1.0805
C -0.9487 -0.3257 0.2555
O -0.6294 0.9702 -1.7965
O -0.5985 -1.2857 -1.8925
H -0.1426 1.6644 -1.3337
H -0.2917 -1.0133 -2.7669
H -1.1697 1.7714 0.6762
H 0.0229 -2.1843 0.7701
H 0.7500 1.0403 0.9537
H -1.1995 0.6678 2.1305
H -1.6619 -2.3573 0.3076
H -1.2551 -1.6884 1.8922
C 1.7469 0.8112 0.2276
C 2.8828 1.2823 0.1277
H 3.8540 1.7007 0.0281
H 1.1143 0.0664 -0.4284

***

Entry 5:
Computed, not measured: a cluster of 2 separate species, C3H6FNO in total in a non-equilibrium geometry, with ωB97M-V/def2-TZVPD.

The value obtained for the molar mass is 91.08 g mol⁻¹. Its charge is 0. The energy above the lowest of the compared OMol25 structures with the same formula, charge and spin is 82.1 kcal per mole. As for the highest occupied orbital energy: -9.347 eV. The value obtained for the total energy is -347.65730 hartree. For the largest force on an atom, the calculation gives 1.63 eV/Å.

Cartesian coordinates (Å):
C -0.9186 1.0340 -1.7729
C -0.6209 -0.2001 -1.0455
C 2.0741 -1.9236 1.7495
N 1.7576 -0.8685 2.4449
O -0.0496 1.0170 -0.6815
F 2.2616 -2.9680 2.6004
H -0.4631 1.2029 -2.7421
H -1.8682 1.5318 -1.6123
H 0.0467 -0.9293 -1.4835
H -1.3534 -0.6010 -0.3541
H 1.6730 -0.8598 3.4630
H 1.5807 -0.0081 1.9551

***

Entry 6:
Computed, not measured: a structure of composition C25H23BF10N7PtS2, with ωB97M-V/def2-TZVPD.

The value obtained for the molar mass is 881.51 g mol⁻¹. Its charge is -1. As for the highest occupied orbital energy: -4.035 eV. The value obtained for the total energy is -3289.01993 hartree. For the largest force on an atom, the calculation gives 0.98 eV/Å.

Cartesian coordinates (Å):
Pt -0.0763 -0.6041 0.1220
C -2.0836 -3.4047 -0.4612
N -2.0216 -2.2223 0.3789
C -3.2107 -1.4158 0.1229
C -3.1119 0.0634 0.4777
N -1.8781 0.6627 -0.0079
C -1.9112 1.9788 -0.3147
C -0.8559 2.6315 -1.0145
F 0.2448 1.9483 -1.3553
C -0.8790 3.9491 -1.4135
F 0.1641 4.4503 -2.0959
C -1.9584 4.7648 -1.1376
F -1.9957 6.0473 -1.5512
C -2.9866 4.2114 -0.4178
F -4.0391 4.9775 -0.0798
C -2.9584 2.8900 -0.0080
F -3.9976 2.5289 0.7882
C -1.8280 -2.6407 1.7520
C -1.5454 -1.4642 2.6471
N -0.3063 -0.7850 2.2444
C 0.1461 0.1513 3.1487
C -0.6406 0.9295 4.0151
F -1.9863 0.8585 3.9828
C -0.1198 1.8502 4.9121
F -0.9542 2.5656 5.6823
C 1.2337 2.0622 5.0044
F 1.7393 2.9756 5.8479
C 2.0587 1.2748 4.2259
F 3.3919 1.3895 4.3524
C 1.5281 0.3361 3.3665
F 2.3897 -0.5013 2.7876
H -2.9702 -4.0207 -0.2236
H -1.1895 -4.0067 -0.2952
H -2.1205 -3.1053 -1.5030
H -4.0951 -1.8407 0.6305
H -3.3799 -1.4744 -0.9543
H -3.2295 0.2201 1.5494
H -3.9904 0.5101 0.0070
H -0.9496 -3.2896 1.7690
H -2.6965 -3.2154 2.1224
H -1.4111 -1.8694 3.6598
H -2.4171 -0.8231 2.6942
C 2.6493 1.9273 1.1182
N 2.8971 1.6623 -0.2837
C 3.2427 2.6177 -1.2072
C 3.2363 2.0072 -2.4065
N 2.8802 0.6901 -2.2142
B 2.7716 -0.2362 -3.4689
N 2.2945 -1.6683 -3.1034
C 3.0366 -2.7862 -3.4055
C 2.2164 -3.8541 -3.3824
N 0.9655 -3.3784 -3.0369
C -0.2444 -4.1761 -3.1200
C 1.0310 -2.0314 -2.8466
S -0.2678 -1.0012 -2.3481
C 2.6708 0.4764 -0.9082
S 2.2499 -1.0070 -0.0766
H 2.8335 2.9837 1.3043
H 3.2960 1.3192 1.7421
H 1.6119 1.6901 1.3466
H 3.4329 3.6413 -0.9333
H 3.4240 2.3970 -3.3924
H 3.8688 -0.3444 -3.9856
H 1.9602 0.2696 -4.2114
H 4.0889 -2.7194 -3.6162
H 2.4000 -4.8992 -3.5634
H -0.1288 -4.8951 -3.9290
H -1.0819 -3.5207 -3.3362
H -0.4378 -4.7084 -2.1935

***

Entry 7:
Computed, not measured: the molecule C10H12O2 in a non-equilibrium geometry, with ωB97M-V/def2-TZVPD.

The value obtained for the molar mass is 164.20 g mol⁻¹. Its charge is 0. As for the expectation value of S²: 2.038. The energy above the lowest of the compared OMol25 structures with the same formula, charge and spin is 15.6 kcal per mole. As for the highest occupied orbital energy (alpha / beta): -4.725 / -9.236 eV. Its spin multiplicity is 3. The value obtained for the total energy is -538.48601 hartree. For the largest force on an atom, the calculation gives 4.33 eV/Å.

Cartesian coordinates (Å):
C -3.5225 -0.0037 0.6251
C -2.6877 1.1196 0.6028
C -2.8999 -1.2705 0.7098
C -1.3282 0.9894 0.6309
C -1.5478 -1.3571 0.7893
C -0.7154 -0.2162 0.7375
C 1.5927 -1.2650 0.0612
C 0.7390 -0.2977 0.8881
C 1.7668 0.1951 -0.0288
C 2.1988 0.7683 -2.2174
O 2.9462 0.8078 0.5077
O 1.2965 0.8041 -1.2014
H -4.5763 0.1715 0.8809
H -3.1233 2.0633 0.6638
H -3.6117 -2.1368 0.9128
H -0.5250 1.7580 0.5751
H -1.1447 -2.2986 0.6863
H 2.3546 -1.8028 0.5907
H 1.2013 -1.6296 -0.8385
H 1.0394 -0.2264 1.9505
H 3.1787 0.3881 -1.8847
H 2.3315 1.7729 -2.5229
H 1.9500 0.1264 -3.0815
H 3.0871 1.5396 -0.0375

***

Entry 8:
Computed, not measured: a structure of composition C20H30F9GaN6O2 in a non-equilibrium geometry, with ωB97M-V/def2-TZVPD.

The value obtained for the molar mass is 627.21 g mol⁻¹. Its charge is +2. As for the highest occupied orbital energy: -15.071 eV. The value obtained for the total energy is -4082.31556 hartree. For the largest force on an atom, the calculation gives 1.10 eV/Å.

Cartesian coordinates (Å):
Ga 0.2496 -0.7353 0.1660
C -1.6237 -2.2223 -2.1811
C -2.2800 -2.1245 -0.7972
N -1.5484 -1.3883 0.2541
C -1.9619 -1.8714 1.5758
C -1.1333 -1.2701 2.7312
N 0.2298 -0.8791 2.3098
C 1.3411 -1.6807 2.8721
C 1.3505 -3.1569 2.4725
C 1.0942 -3.4543 0.9936
N 1.6328 -2.4286 0.0744
C 1.6176 -2.9396 -1.3080
C 1.4952 -1.8107 -2.3409
N 0.4615 -0.8254 -1.9660
C -0.8430 -1.0061 -2.6583
H -2.4324 -2.3894 -2.8942
H -0.9866 -3.1025 -2.2369
H -2.4574 -3.1509 -0.4552
H -3.2648 -1.6647 -0.9055
H -1.9787 0.0885 -0.2417
H -1.8888 -2.9677 1.6150
H -3.0167 -1.6219 1.7442
H -1.0932 -1.9954 3.5460
H -1.6464 -0.3884 3.1113
H 0.3845 0.0647 2.6674
H 1.3225 -1.6247 3.9667
H 2.2698 -1.2006 2.5400
H 0.6044 -3.7064 3.0492
H 2.3252 -3.5516 2.7672
H 0.0187 -3.5099 0.8052
H 1.5326 -4.4303 0.7598
H 2.6016 -2.2541 0.3463
H 0.7581 -3.6065 -1.4008
H 2.5203 -3.5215 -1.5220
H 1.2618 -2.2567 -3.3126
H 2.4573 -1.3007 -2.4333
H 0.7884 0.0895 -2.2767
H -0.6586 -1.1019 -3.7335
H -1.4230 -0.0967 -2.4909
F -1.2488 3.8020 0.0871
C -2.2973 3.4006 -0.6461
F -3.2556 4.2903 -0.5025
F -1.8929 3.3848 -1.9076
C -2.7489 1.9793 -0.2040
O -1.7819 1.0616 -0.5854
C -4.1314 1.6704 -0.8676
F -5.1102 2.3017 -0.2526
F -4.3465 0.3528 -0.7809
F -4.1385 1.9822 -2.1517
C -2.8995 1.9073 1.3428
F -1.6730 1.6113 1.8564
F -3.6686 0.8809 1.6922
F -3.3260 2.9988 1.9249
N 3.9883 5.4211 -0.3039
C 3.9930 4.2646 -0.9799
O 4.5842 4.0596 -2.0137
C 3.1573 3.1303 -0.4146
C 1.9202 3.2677 0.2068
C 1.1924 2.1279 0.5015
N 1.6045 0.8934 0.1996
C 2.8168 0.7558 -0.3634
C 3.6122 1.8333 -0.6757
H 4.5725 6.1637 -0.6588
H 3.5436 5.5551 0.5875
H 1.4965 4.2356 0.4298
H 0.2364 2.2090 0.9875
H 3.1505 -0.2556 -0.5622
H 4.5700 1.7074 -1.1586

***

Q: The highest total energy belongs to which entry?
A: C3H6FNO

***

Q: Among the records above, which one has the lowest total energy?
A: C2H6Br2N

***

Q: Among the records above, which one has the highest molar mass?
A: C25H23BF10N7PtS2

***

Q: Number 6 is which compound?
A: C25H23BF10N7PtS2